(1)
53
Properties=species:S:1:pos:R:3:forces:R:3 method="wB97M-V/def2-TZVPD" e_tot_ev=-107999.809 orbital_gap_ev="7.31 / 4.66" multiplicity=5 max_force_ev_per_a=6.6 lumo_energy_ev="-6.4107 / -9.8939" total_charge=+2 de_lowest_kcal_mol=20.5
Cl 1.80122 -0.25498 -2.34370 0.2611 -0.5955 0.1922
C -2.17137 -0.77209 -0.44103 0.4610 -1.0918 -0.6433
C -1.88215 -1.30293 0.88106 -0.9499 0.4257 -0.1168
C -0.87757 -2.27240 0.76927 0.2016 -0.3307 0.2149
H -2.42869 -1.04415 1.78478 0.1275 -0.0777 -0.2410
C -0.43837 -2.36687 -0.56708 0.1693 0.0735 -0.8331
C -1.15729 -1.38742 -1.36679 -1.4093 -0.4841 1.0036
H -1.23240 -1.42813 -2.45333 -0.0256 -0.0570 0.2377
H -3.12610 -0.37610 -0.78708 0.1944 -0.0146 0.3280
H -0.54392 -2.94798 1.56342 -0.1128 0.3807 -0.2414
C 0.46027 -3.39051 -1.12928 0.4320 -0.0681 -0.0967
Pt -0.62320 0.65921 -0.86373 0.6135 -1.6453 -0.3123
C -1.01267 2.04245 0.28877 -1.1562 4.8722 4.2331
C 0.72350 1.22875 -2.20222 1.4382 3.5384 -2.8887
O -1.23227 2.87158 1.07530 0.6144 -2.7570 -2.6704
O 0.98097 2.19480 -2.84685 -0.9196 -2.2805 1.6155
H 1.28917 -3.61330 -0.44687 -0.1319 0.0016 -0.1224
H 0.85954 -3.07125 -2.09635 -0.0304 -0.0965 0.1705
H -0.07464 -4.33576 -1.29642 -0.0196 0.1164 0.0589
C 6.79363 0.96145 3.20043 0.0177 -0.2744 0.2027
C 5.92643 -0.13177 3.35935 -0.8458 -0.3338 -0.0850
C 4.66175 -0.10160 2.76838 1.1349 -0.5832 0.6810
C 4.26759 1.02874 2.02784 -1.2128 -0.4428 -0.7090
C 5.12421 2.12059 1.87592 1.5952 0.5339 0.0114
C 6.39477 2.08604 2.47092 -0.9633 0.5937 -0.6289
As 2.48364 0.92837 1.20617 1.0917 2.1089 1.3207
C 1.55967 1.13705 2.94156 -0.3629 -0.8916 -0.2634
C 0.67600 0.10855 3.29772 -0.0055 0.3674 0.2652
C 0.06344 0.14126 4.55312 0.0283 0.0661 -0.0694
C 0.33104 1.19073 5.44083 0.0230 -0.1344 -0.2152
C 1.20636 2.21346 5.06786 0.0398 -0.0835 -0.2507
C 1.84380 2.18151 3.82193 -0.0004 0.0251 0.2472
C 2.45860 2.76694 0.47361 -0.3105 -0.5911 -0.5798
C 1.78704 3.82612 1.08264 -0.0943 0.2735 -0.0970
C 1.85243 5.10499 0.51754 -0.0025 -0.2110 0.0904
C 2.57189 5.31704 -0.65889 0.1170 -0.1871 -0.0723
C 3.18898 4.23919 -1.30360 -0.0165 -0.0597 0.0514
C 3.11610 2.95987 -0.75163 0.0616 0.2073 0.2044
H 7.78220 0.93398 3.65995 -0.2415 -0.0016 -0.1639
H 6.23673 -1.00490 3.94124 -0.0972 0.3797 -0.2367
H 3.98284 -0.95136 2.87080 0.2421 0.2289 0.0049
H 4.81904 2.99289 1.29659 0.1070 -0.2754 0.1871
H 7.06862 2.94039 2.35515 -0.2804 -0.3384 0.1132
H 0.47613 -0.70687 2.59557 0.0699 0.2513 0.3053
H -0.62488 -0.65633 4.83206 0.1787 0.2121 0.0235
H -0.13730 1.20276 6.42772 0.1363 0.0229 -0.3664
H 1.40533 3.04415 5.74384 -0.0302 -0.2406 -0.1239
H 2.54172 2.97420 3.54154 -0.1790 -0.3253 0.1983
H 1.21548 3.67127 1.99368 0.1006 0.1094 -0.2509
H 1.33098 5.93228 1.00279 0.2119 -0.2443 -0.1343
H 2.65252 6.32047 -1.08019 -0.0970 -0.3241 0.0967
H 3.71476 4.38564 -2.24794 -0.1435 0.0030 0.2891
H 3.57923 2.11280 -1.26112 -0.0298 0.2494 0.0660

(2)
55
Properties=species:S:1:pos:R:3:forces:R:3 method="wB97M-V/def2-TZVPD" e_tot_ev=-59972.365 orbital_gap_ev="6.35 / 6.32" max_force_ev_per_a=1.6 lumo_energy_ev="2.2556 / 2.1967" total_charge=-1
Pd -0.08190 -0.43510 0.14110 -1.1340 -0.3875 -0.6706
C 2.62290 0.04490 -1.65400 -0.0863 0.0200 -0.1814
N 2.49760 -0.12520 -0.21030 -0.2184 0.3729 -0.0127
C 3.49270 -1.07880 0.24860 -0.0196 -0.1921 0.1716
C 2.66030 1.12220 0.53450 -0.1771 0.3980 -0.0465
C 1.75080 2.24180 0.03860 0.0386 -0.1710 0.0219
N 0.36680 1.86250 0.21340 -0.0744 -0.5786 0.1848
C -0.57060 2.76600 -0.00520 -0.3347 0.5092 -0.2548
C -1.89620 2.45870 0.42590 0.0720 -0.4078 0.2530
F -2.02220 1.30260 1.14000 -0.3774 0.7727 -0.2285
C -2.98120 3.25090 0.16110 0.0315 0.1728 -0.0690
F -4.21800 2.89370 0.57950 0.2160 -0.1235 0.0152
C -2.84590 4.45400 -0.52520 0.1718 -0.0878 0.0016
C -1.56460 4.82230 -0.89840 -0.3317 0.0375 0.0872
F -1.41090 5.99650 -1.56360 0.1464 -0.2304 0.1351
C -0.45760 4.04610 -0.63270 0.0536 -0.0525 0.0259
F 0.75660 4.52710 -1.04250 -0.2886 -0.1229 0.0028
H 3.55900 0.56280 -1.92410 -0.0444 -0.0040 0.0240
H 1.77340 0.61240 -2.03890 0.1136 -0.0122 0.0009
H 2.61200 -0.93770 -2.13020 0.0054 0.1256 0.0779
H 4.52030 -0.68780 0.13260 -0.1538 0.0194 -0.0683
H 3.41400 -2.00230 -0.32400 0.0065 -0.0148 -0.0268
H 3.32640 -1.30640 1.30000 0.0093 0.0185 0.0537
H 3.71150 1.47160 0.49220 -0.1197 -0.0885 -0.0108
H 2.39520 0.90570 1.57670 0.1669 0.0537 -0.0698
H 1.98490 2.48240 -1.00710 0.1442 0.0047 0.1248
H 1.97380 3.14380 0.62730 0.1103 -0.1172 -0.0612
H -3.69680 5.06600 -0.76110 -0.1231 0.0993 -0.0084
C -4.41120 -2.92680 -0.11910 -0.1791 -0.0839 -0.0152
C -3.27660 -3.48700 0.43910 -0.0681 0.0079 0.0322
C -2.12190 -2.73130 0.57490 0.4413 0.0715 0.1195
C -2.05600 -1.41380 0.12340 1.3741 0.7957 -0.0065
C -3.20840 -0.86730 -0.43510 0.3631 0.4068 -0.0148
C -4.37810 -1.60990 -0.53970 0.0001 0.0125 -0.0462
H -5.31660 -3.51040 -0.22820 -0.0240 -0.0224 0.0171
H -3.28340 -4.51950 0.76910 0.0203 0.0163 0.0309
H -1.26900 -3.20880 1.04320 -0.0772 0.1257 -0.0225
H -3.22200 0.15540 -0.79600 0.1078 -0.0100 0.0487
H -5.26800 -1.15380 -0.95750 0.0411 0.0299 -0.0431
O 0.88450 -2.05600 1.45660 -0.0627 -1.0125 -0.2523
C 0.97310 -2.80420 0.45790 0.1743 0.2910 0.7296
N 0.71180 -2.39990 -0.77880 -0.1849 -0.4752 -0.2631
S 1.00300 -3.57290 -1.88070 0.2013 0.0744 -0.5540
O -0.15170 -3.93100 -2.65780 -0.0287 0.0015 0.3886
O 2.18910 -3.24110 -2.64190 -0.0695 -0.1643 0.2829
C 1.40610 -4.85240 -0.68210 -0.2145 0.8823 0.4179
C 1.72920 -6.18150 -0.81020 0.0573 -0.2344 -0.1456
C 2.00840 -6.89690 0.35110 -0.0337 0.1532 -0.0077
C 1.96470 -6.27810 1.59580 0.0405 -0.2051 0.0418
C 1.63790 -4.93980 1.71670 -0.1626 0.3382 -0.3142
C 1.35380 -4.22740 0.55740 0.4245 -0.9100 0.1964
H 1.75900 -6.65420 -1.77980 0.0092 -0.0632 -0.0921
H 2.25800 -7.94650 0.30020 0.0177 -0.0767 -0.1028
H 2.18370 -6.85760 2.48240 0.0098 -0.0325 0.0339
H 1.58210 -4.44800 2.67600 0.0199 0.0697 0.0691

(3)
14
Properties=species:S:1:pos:R:3:forces:R:3 method="wB97M-V/def2-TZVPD" e_tot_ev=-8371.665 orbital_gap_ev=10.63 max_force_ev_per_a=0.3 lumo_energy_ev=0.8881 total_charge=0 de_lowest_kcal_mol=37.3
O -1.08607 -1.31439 0.57474 0.0871 -0.1121 0.2186
C -0.90689 0.07672 0.33296 -0.0956 0.2059 -0.0342
C 0.34943 0.62231 1.02686 0.0204 0.0777 0.1891
C 1.16578 0.30614 -0.24819 0.1680 -0.0347 -0.0904
C -0.17619 0.24133 -1.02522 0.0242 0.2834 0.0799
O -0.38712 -0.77488 -1.95339 -0.0393 -0.2038 0.0779
H -0.52715 -1.55819 1.32311 -0.1868 -0.0676 -0.1570
H -1.86456 0.58844 0.47972 0.1666 -0.0725 -0.0344
H 0.27664 1.69368 1.23238 0.0046 -0.1377 -0.0435
H 0.62707 0.11083 1.95823 -0.0052 0.1276 -0.1545
H 1.90895 1.04239 -0.56569 -0.1296 -0.1222 0.0052
H 1.63626 -0.68164 -0.21526 -0.0767 0.1398 0.0279
H -0.40378 1.20017 -1.50405 -0.0042 -0.1260 0.1143
H -0.61238 -1.55290 -1.41619 0.0666 0.0423 -0.1990